(1)
This record from OMol25 describes 11 unconnected molecules or ions with the total composition C56H59F10NO35. The level of theory is ωB97M-V with the def2-TZVPD basis set.

The geometry in XYZ format:
```
161
Properties=species:S:1:pos:R:3
C 5.1605 -0.4302 4.4568
C 6.5902 -0.3919 3.8689
O 6.8949 0.7766 3.1250
C 6.0864 0.8950 1.9714
C 6.9062 1.2874 0.7294
O 6.0975 2.0174 -0.1754
C 5.1301 1.1940 -0.8164
C 3.7270 1.6453 -0.4173
C 3.5410 3.0176 -0.1766
C 2.2869 3.4460 0.2314
C 1.2370 2.5326 0.3852
C 1.4221 1.1922 0.1117
C 2.6797 0.7306 -0.2960
C 2.9041 -0.7477 -0.5916
C 1.6243 -1.5723 -0.4827
C 1.2043 -1.8016 0.9626
O 1.8553 -1.3392 1.8660
N 0.0341 -2.5702 1.2310
C -1.1492 -1.7573 1.0282
C -1.9496 -1.8820 -0.1033
C -3.0621 -1.0600 -0.2852
C -3.4197 -0.0896 0.6487
C -2.6349 0.0094 1.8014
C -1.5256 -0.8071 1.9859
C -0.1015 3.0150 0.8693
O -1.1356 2.5453 0.4746
C -0.0281 4.1492 1.8644
C -0.9876 4.2627 3.0212
C -2.5020 4.1539 2.6593
C 0.9636 5.0273 1.6861
C 1.9490 4.8768 0.5589
O 2.3844 5.8300 -0.0387
H 5.1962 -0.2884 5.5381
H 4.7092 -1.3974 4.2354
H 4.5101 0.3489 4.0609
H 7.3155 -0.5162 4.6716
H 6.7127 -1.2530 3.1970
H 5.5463 -0.0327 1.7482
H 5.3369 1.6763 2.1441
H 7.8063 1.8390 0.9950
H 7.2498 0.3719 0.2294
H 5.2481 0.1502 -0.5248
H 5.2699 1.3324 -1.8914
H 4.3447 3.7309 -0.2791
H 0.5643 0.5464 0.2365
H 3.2521 -0.8375 -1.6244
H 3.6407 -1.1635 0.0990
H 0.8057 -1.0327 -0.9704
H 1.7004 -2.5311 -0.9982
H 0.0596 -2.7973 2.2188
H -1.7403 -2.6164 -0.8720
H -3.6468 -1.1661 -1.1898
H -4.2700 0.5553 0.4846
H -2.9213 0.7457 2.5420
H -0.9663 -0.6701 2.9056
H -0.7922 5.1748 3.5838
H -0.7602 3.4343 3.7018
H -2.9298 3.3946 3.3107
H -2.9746 5.0902 2.9573
H -2.6976 3.8965 1.6279
H 1.1351 5.8697 2.3480
C -0.5505 -0.5680 -4.8458
C -0.1193 -1.9229 -4.3551
O -1.1643 -2.2737 -3.4591
C -2.2875 -1.6502 -3.9045
O -3.3865 -1.9162 -3.5496
O -1.9818 -0.6842 -4.8055
F 1.0406 -1.8450 -3.6524
H -0.2301 0.2288 -4.1719
H -0.2027 -0.3496 -5.8472
H -0.0329 -2.6813 -5.1306
C -1.2910 -5.1087 2.8265
C -1.8527 -4.9252 4.2132
O -3.1133 -5.5748 4.1166
C -2.9870 -6.5479 3.1714
O -3.7564 -7.4370 3.0166
O -1.8664 -6.3636 2.4339
F -2.0457 -3.6192 4.5097
H -1.6245 -4.3266 2.1424
H -0.2058 -5.1569 2.8119
H -1.2661 -5.3894 5.0087
C 1.1781 -7.9087 2.8353
C 2.2486 -8.7237 3.5192
O 3.4089 -7.9352 3.3192
C 3.0062 -6.6371 3.2220
O 3.7188 -5.6983 3.3056
O 1.6606 -6.5696 3.0209
F 2.4208 -9.9292 2.9272
H 1.1169 -8.1294 1.7691
H 0.1943 -8.0344 3.2805
H 2.0922 -8.8697 4.5897
C -1.6152 -0.6672 -9.2365
C -2.3756 -1.9663 -9.3387
O -1.4383 -2.9055 -8.8313
C -0.6429 -2.2439 -7.9532
O 0.0705 -2.7739 -7.1628
O -0.7792 -0.9062 -8.0971
F -2.6707 -2.2797 -10.6214
H -0.9924 -0.4926 -10.1146
H -2.2575 0.1942 -9.0744
H -3.2868 -2.0074 -8.7397
C 11.5379 2.1154 1.9456
C 12.3030 3.0675 1.0599
O 12.1837 2.4618 -0.2141
C 11.0136 1.7580 -0.2172
O 10.4769 1.3459 -1.1867
O 10.5467 1.6049 1.0491
F 13.6141 3.1351 1.4017
H 12.1663 1.2968 2.2993
H 11.0740 2.6041 2.7988
H 11.8918 4.0778 1.0195
C -1.0587 8.7166 -0.6669
C 0.1350 9.1432 0.1522
O -0.3972 9.1792 1.4682
C -1.4106 8.2697 1.5132
O -1.8904 7.8410 2.5074
O -1.7815 7.9007 0.2611
F 0.5628 10.3848 -0.1891
H -1.6733 9.5701 -0.9580
H -0.7872 8.1497 -1.5538
H 0.9778 8.4492 0.1205
C -7.4948 5.1772 0.7083
C -6.6321 6.0827 1.5529
O -5.9279 5.1571 2.3625
C -5.8287 3.9954 1.6541
O -5.0921 3.1074 1.9157
O -6.6841 4.0037 0.6019
F -7.3737 6.8948 2.3458
H -8.4337 4.9278 1.2047
H -7.7106 5.5910 -0.2740
H -5.9186 6.6876 0.9899
C -6.7990 -6.0000 1.7724
C -5.7242 -5.0798 1.2547
O -6.4560 -3.9324 0.8659
C -7.5680 -3.8820 1.6567
O -8.2662 -2.9342 1.7784
O -7.7580 -5.0688 2.2883
F -5.0991 -5.5960 0.1666
H -7.2516 -6.5832 0.9690
H -6.4448 -6.6729 2.5494
H -4.9769 -4.7971 1.9994
C -10.8427 1.6829 -1.0331
C -10.5746 1.9625 0.4245
O -10.6219 3.3805 0.4779
C -11.4603 3.7903 -0.5206
O -11.9222 4.8761 -0.6056
O -11.6892 2.7801 -1.3952
F -9.3433 1.5470 0.8005
H -9.9270 1.7163 -1.6251
H -11.3433 0.7328 -1.2005
H -11.3179 1.5507 1.1093
C 4.8578 -4.0646 -5.4088
C 5.0357 -3.8349 -3.9273
O 5.0873 -2.4221 -3.8417
C 4.3602 -1.9306 -4.8875
O 3.9790 -0.8138 -4.9749
O 4.1238 -2.9018 -5.8039
F 6.2017 -4.3530 -3.4700
H 5.8155 -4.0879 -5.9308
H 4.3023 -4.9707 -5.6375
H 4.2140 -4.2044 -3.3105
```

Computed properties:
total charge: 0
2S+1: 1
structure (SMILES): CCOCCOCc1cc2c(cc1CCC(=O)Nc1ccccc1)C(=O)C(CC)=CC2=O.O=C1OC[C@@H](F)O1.O=C1OC[C@@H](F)O1.O=C1OC[C@@H](F)O1.O=C1OC[C@@H](F)O1.O=C1OC[C@@H](F)O1.O=C1OC[C@@H](F)O1.O=C1OC[C@@H](F)O1.O=C1OC[C@@H](F)O1.O=C1OC[C@@H](F)O1.O=C1OC[C@@H](F)O1

---

(2)
This record from OMol25 describes a molecular structure, C56H61N3O3P3RhSSbSe2. The level of theory is ωB97M-V with the def2-TZVPD basis set.

The geometry in XYZ format:
```
131
Properties=species:S:1:pos:R:3
Rh -0.4197 0.3131 -1.6618
Se -1.0776 1.0876 5.3274
P 0.3200 -0.0565 4.2630
C 0.1462 -1.8252 4.6057
C -1.1441 -2.3499 4.5443
C -1.3504 -3.7018 4.7619
C -0.2730 -4.5303 5.0554
C 1.0095 -4.0083 5.1163
C 1.2244 -2.6564 4.8826
C 2.0223 0.4457 4.6031
C 2.7492 1.1872 3.6761
C 4.0147 1.6554 4.0035
C 4.5567 1.3813 5.2498
C 3.8289 0.6495 6.1802
C 2.5604 0.1920 5.8644
C 0.2593 -0.0562 2.4437
C -0.3163 0.6785 1.4185
N 0.0336 0.0305 0.2782
N 0.7840 -1.0189 0.5790
N 0.9383 -1.0812 1.8695
P -1.3807 2.1103 1.2399
Se -2.0029 2.0283 -0.8752
C -2.7987 1.8649 2.2975
C -3.4068 0.6087 2.3085
C -4.5211 0.3985 3.0975
C -5.0373 1.4420 3.8595
C -4.4461 2.6952 3.8262
C -3.3247 2.9151 3.0396
C -0.6075 3.6384 1.7188
C -0.6754 4.8437 0.9140
C -0.7153 6.0509 1.6982
C -0.2354 6.0938 2.9764
C 0.1955 4.9201 3.6024
C -0.0770 3.7000 2.9977
H -1.9808 -1.6896 4.3443
H -2.3519 -4.1098 4.7151
H -0.4361 -5.5843 5.2399
H 1.8479 -4.6543 5.3419
H 2.2298 -2.2580 4.9052
H 2.3333 1.4021 2.6984
H 4.5779 2.2346 3.2821
H 5.5465 1.7403 5.5001
H 4.2485 0.4419 7.1556
H 1.9782 -0.3511 6.5993
H -3.0004 -0.1980 1.7112
H -4.9874 -0.5779 3.1260
H -5.9079 1.2744 4.4800
H -4.8508 3.5028 4.4213
H -2.8516 3.8888 3.0248
H -1.4972 4.8142 0.2017
H -1.0445 6.9561 1.2007
H -0.1976 7.0323 3.5155
H 0.6132 4.9456 4.5999
H 0.0460 2.7985 3.5858
O -1.7376 1.4715 -5.6527
S -1.0341 1.7010 -4.4297
O -1.5828 2.6912 -3.5330
O -0.7701 0.3924 -3.7054
C 0.5789 2.3139 -4.7805
C 0.7977 2.9218 -6.0079
C 2.0147 3.5361 -6.2584
C 2.9990 3.5526 -5.2815
C 2.7756 2.9445 -4.0568
C 1.5619 2.3108 -3.7934
P 1.4299 1.5225 -2.1568
C 2.7979 0.3660 -2.0871
C 3.2118 -0.1401 -0.8509
C 4.2009 -1.1055 -0.7915
C 4.7608 -1.5958 -1.9646
C 4.3299 -1.1246 -3.1975
C 3.3489 -0.1495 -3.2643
C 1.7731 2.9021 -1.0441
C 0.8057 3.8600 -1.0470
C 0.8234 4.9729 -0.1608
C 2.0131 5.1025 0.6278
C 3.0203 4.1569 0.5848
C 2.9089 3.0347 -0.2221
H 0.0074 2.9043 -6.7459
H 2.1932 4.0095 -7.2146
H 3.9470 4.0376 -5.4720
H 3.5515 2.9598 -3.2996
H 2.7561 0.2083 0.0642
H 4.5225 -1.4847 0.1696
H 5.5308 -2.3550 -1.9175
H 4.7521 -1.5236 -4.1102
H 3.0147 0.2107 -4.2283
H -0.0437 3.7727 -1.7176
H 0.6354 5.8878 -0.7224
H 2.1068 5.9672 1.2724
H 3.9084 4.2869 1.1905
H 3.6999 2.2978 -0.2399
C -3.3778 -1.5768 -4.2408
C -2.2784 -2.6281 -4.0949
C -2.8821 -4.0223 -4.2469
C -1.1831 -2.4185 -5.1421
Sb -1.3525 -2.3150 -2.1093
C 0.2813 -3.8095 -1.9731
C 0.5202 -4.2289 -0.5272
C -0.0317 -5.0484 -2.8051
C 1.4942 -3.0692 -2.5277
C -2.8642 -2.7652 -0.5610
C -3.5300 -4.1197 -0.7800
C -3.8853 -1.6315 -0.6251
C -2.1540 -2.7429 0.7925
H -3.7796 -1.6291 -5.2588
H -3.0066 -0.5639 -4.0964
H -4.2044 -1.7576 -3.5545
H -3.3523 -4.0763 -5.2358
H -3.6564 -4.2267 -3.5127
H -2.1434 -4.8146 -4.1956
H -1.6270 -2.5476 -6.1356
H -0.3761 -3.1453 -5.0482
H -0.7647 -1.4162 -5.0965
H -0.2842 -4.8671 -0.1587
H 0.6464 -3.3818 0.1435
H 1.4446 -4.8188 -0.4931
H -0.9625 -5.5263 -2.4975
H 0.7739 -5.7777 -2.6583
H -0.0849 -4.8351 -3.8706
H 1.7441 -2.2127 -1.8983
H 1.3343 -2.7159 -3.5493
H 2.3604 -3.7420 -2.5359
H -4.1901 -4.1157 -1.6439
H -4.1449 -4.3605 0.0956
H -2.8023 -4.9255 -0.9000
H -4.4948 -1.6785 -1.5263
H -3.4135 -0.6469 -0.5918
H -4.5627 -1.7039 0.2349
H -1.5049 -3.6010 0.9387
H -2.9120 -2.7636 1.5863
H -1.5506 -1.8455 0.9336
```

Computed properties:
total charge: +1
2S+1: 1

---

| no. | DFT total energy (Eh) | maximum force (hartree/bohr) |
| --- | --- | --- |
| 1 | -5856.24236 | 0.02497 |
| 2 | -9136.20423 | 0.07037 |